1.
DFT (ωB97M-V/def2-TZVPD) results for 2 unconnected molecules or ions with the total composition C4H9INO.

```
16
C4H9INO ωB97M-V/def2-TZVPD
I 1.2489 2.8316 1.1771
O -0.2355 0.3568 1.5825
N -0.6265 0.9666 -0.6383
C 1.9039 -0.5924 -0.4336
C -1.2497 -0.3586 -0.4343
C 0.3557 0.9647 0.5432
C -0.9473 -0.7499 1.0265
H 2.9425 -0.4931 -0.2445
H -0.0240 0.9915 -1.5662
H -1.9063 -1.0758 1.5684
H -2.2121 -0.2266 -0.7218
H -0.2044 -1.5766 1.0918
H -1.3781 1.6629 -0.6511
H -0.7164 -1.1576 -1.1690
H 1.3992 -1.2474 0.3127
H 1.6501 -0.2962 -1.4434
```

- ΔE to the lowest compared entry with this formula, charge and spin: 98.5 kcal/mol
- Total energy: -585.0740 a.u.
- Orbital gap (spin up / spin down): 8.3 / 8.3 eV
- Charge: +1
- HOMO (spin up / spin down): -12.74 / -12.68 eV

2.
DFT (ωB97M-V/def2-TZVPD) results for a molecular structure, C4H9IO3S.

```
18
C4H9IO3S ωB97M-V/def2-TZVPD
I -0.4795 -0.0865 -2.7232
S 1.7096 -0.1777 -0.3143
O 2.4495 -0.2448 -1.4753
O 1.8032 0.9118 0.6962
O -0.5702 1.9906 -0.2804
C -2.5140 0.7461 0.1745
C -0.4105 -0.3611 -0.6076
C -0.9341 0.7597 0.2030
C 2.0302 -1.6586 0.6498
H -0.7239 -1.3061 -0.4704
H -2.7595 0.6227 -0.9194
H 1.8015 -2.5349 0.1744
H 0.4142 2.1142 -0.2369
H -2.8471 -0.1969 0.6493
H 3.0305 -1.6091 1.0524
H -2.9495 1.7360 0.6052
H 1.6021 -1.3955 1.6196
H -0.6526 0.6902 1.2031
```

- ΔE to the lowest compared entry with this formula, charge and spin: 11.2 kcal/mol
- Total energy: -1079.3199 a.u.
- Orbital gap: 9.7 eV
- HOMO: -9.37 eV

3.
DFT (ωB97M-V/def2-TZVPD) results for a molecular structure, C4H9MnO4.

```
18
C4H9MnO4 ωB97M-V/def2-TZVPD
Mn 2.0419 2.2890 0.5057
O -1.5630 -1.3291 -1.8371
O 1.3550 0.5236 1.4247
O 3.4628 1.0253 0.7141
O 0.3377 2.4587 -0.2608
C 0.3608 0.1346 0.4122
C -2.8270 -1.7212 -1.5303
C 2.7218 0.0384 1.2892
C -0.4710 1.3897 0.0906
H -1.1660 1.1091 -0.7247
H -2.8187 -2.5404 -0.7863
H 3.0471 -0.2036 2.3183
H -3.4865 -0.8990 -1.2113
H -3.2422 -2.1910 -2.4497
H -0.2627 -0.6481 0.8710
H 0.9194 -0.1625 -0.4921
H -1.0967 1.6183 0.9780
H 2.6873 -0.8917 0.6885
```

- 2S+1: 7
- Total energy: -1609.6451 a.u.
- Orbital gap (spin up / spin down): 9.0 / 7.9 eV
- HOMO (spin up / spin down): -8.78 / -9.48 eV

4.
DFT (ωB97M-V/def2-TZVPD) results for a single C4H9N molecule.

```
14
C4H9N ωB97M-V/def2-TZVPD
N 0.6980 -1.8490 0.9511
C 0.1951 1.1046 0.9585
C 0.3648 -1.1149 -0.2400
C -0.5918 0.7869 -1.4889
C -0.0198 0.1719 -0.2156
H -0.3071 0.1441 -2.3218
H 1.0828 1.7182 0.7023
H -0.6397 1.7582 1.2144
H 0.2465 -2.7689 0.9568
H -1.6989 0.6198 -1.4297
H 0.4692 -1.2585 1.7345
H -0.4777 1.8529 -1.5310
H 0.1025 -1.7021 -1.1227
H 0.5761 0.5368 1.8321
```

- ΔE to the lowest compared entry with this formula, charge and spin: 15.6 kcal/mol
- Total energy: -212.5263 a.u.
- Orbital gap: 8.9 eV
- HOMO: -7.78 eV
- SMILES string: CC(C)=CN

5.
DFT (ωB97M-V/def2-TZVPD) results for 2 unconnected molecules or ions with the total composition C4H9N.

```
14
C4H9N ωB97M-V/def2-TZVPD
N 2.5228 0.6539 -2.1850
C -0.9253 -0.4674 1.7773
C -1.9578 0.5197 1.3595
C 1.5337 1.0553 -2.8620
C -0.9313 -1.7993 2.0055
H -1.3624 -2.4951 1.2864
H -0.9243 -2.2587 2.9889
H -2.6348 0.6164 2.2118
H 0.8773 0.2697 -3.2573
H -0.0107 -0.0063 2.1669
H -1.4767 1.4869 1.2485
H 1.4601 2.0209 -3.3569
H 2.6350 -0.3548 -2.2398
H -2.6977 0.2251 0.6075
```

- ΔE to the lowest compared entry with this formula, charge and spin: 84.9 kcal/mol
- Total energy: -212.4159 a.u.
- Orbital gap: 9.0 eV
- HOMO: -8.26 eV
- SMILES string: C=CC.C=N

6.
DFT (ωB97M-V/def2-TZVPD) results for a single C4H9N molecule.

```
14
C4H9N ωB97M-V/def2-TZVPD
N 1.2496 -0.9042 0.5100
C 0.1313 -0.2374 0.9453
C -1.1873 -0.6324 0.3146
C -0.5257 0.6331 -0.0174
C 0.0997 0.9712 -1.3618
H -0.6885 0.7956 -2.1924
H 1.0455 0.2548 -1.4829
H 1.2589 -1.8907 0.7965
H -1.0837 -1.4104 -0.3274
H 0.5553 1.9757 -1.4771
H 2.1351 -0.5545 0.8445
H -2.0117 -0.4736 1.0075
H -1.0952 1.4137 0.4040
H 0.1166 0.0590 2.0366
```

- ΔE to the lowest compared entry with this formula, charge and spin: 32.2 kcal/mol
- Total energy: -212.4999 a.u.
- Orbital gap: 10.2 eV
- HOMO: -9.06 eV
- SMILES string: C[C@H]1C[C@H]1N

7.
DFT (ωB97M-V/def2-TZVPD) results for a single C4H9N molecule.

```
14
C4H9N ωB97M-V/def2-TZVPD
N -0.5013 -0.9965 -0.4200
C -1.2663 -0.1659 0.5179
C 0.4751 0.1072 -0.5390
C -0.6195 1.0603 -0.1238
C 1.6997 0.0061 0.3501
H 2.3596 0.8445 0.2237
H 0.7786 0.2200 -1.5742
H -2.3400 -0.3277 0.4061
H 1.4401 -0.1115 1.4147
H -1.0221 -0.2907 1.6004
H 2.2501 -0.8931 0.0844
H -0.1073 -1.8454 -0.0284
H -0.3428 1.8879 0.5583
H -1.2412 1.4444 -0.9764
```

- ΔE to the lowest compared entry with this formula, charge and spin: 19.6 kcal/mol
- Total energy: -212.5200 a.u.
- Orbital gap: 10.2 eV
- HOMO: -8.97 eV
- SMILES string: C[C@@H]1CCN1

8.
DFT (ωB97M-V/def2-TZVPD) results for a single C4H9N molecule.

```
14
C4H9N ωB97M-V/def2-TZVPD
N 0.3876 0.2674 -2.1615
C -0.4788 -0.0289 -1.1072
C -0.1632 -0.0263 0.2050
C -1.1134 -0.5791 1.2246
C 1.2353 0.2362 0.6875
H 1.6664 1.1126 0.1992
H 1.8951 -0.6065 0.4652
H -1.2454 0.1238 2.0498
H 1.2102 0.7817 -1.8703
H 1.2489 0.3871 1.7650
H -2.0841 -0.7967 0.7845
H -1.4591 -0.3670 -1.4212
H -0.3768 1.0002 -2.4742
H -0.7228 -1.5046 1.6536
```

- ΔE to the lowest compared entry with this formula, charge and spin: 20.0 kcal/mol
- Total energy: -212.5193 a.u.
- Orbital gap: 9.1 eV
- HOMO: -8.06 eV
- SMILES string: CC(C)=CN

9.
DFT (ωB97M-V/def2-TZVPD) results for a single C4H9N molecule.

```
14
C4H9N ωB97M-V/def2-TZVPD
N -0.7092 -0.5903 0.3095
C 1.6836 -0.7523 0.2731
C 0.5602 1.4155 -0.2905
C 0.4892 0.0894 0.0594
C -1.8967 -0.0004 -0.1541
H 1.5660 -1.2303 1.2655
H 2.1799 -1.6320 -0.4180
H 2.4088 -0.0135 0.4554
H -2.6832 -0.8531 0.0355
H -0.5879 -1.5679 0.0860
H -0.4150 1.9623 -0.3892
H -1.8363 0.2242 -1.2497
H -2.2500 0.9286 0.3452
H 1.4905 2.0199 -0.3280
```

- ΔE to the lowest compared entry with this formula, charge and spin: 30.1 kcal/mol
- Total energy: -212.5032 a.u.
- Orbital gap: 9.2 eV
- HOMO: -8.14 eV
- SMILES string: C=C(C)NC

10.
DFT (ωB97M-V/def2-TZVPD) results for a single C4H9N molecule.

```
14
C4H9N ωB97M-V/def2-TZVPD
N 0.4270 -1.1840 0.3653
C 0.4351 1.4797 0.7820
C 0.0428 -0.2732 -0.8782
C -0.3289 1.0868 -0.4496
C -0.1531 -2.3251 0.4453
H 0.3365 2.6346 1.0033
H 1.5560 1.3688 0.5261
H -0.7241 -0.6592 -1.4044
H 1.0103 -0.2686 -1.4433
H 0.1962 0.9639 1.6517
H -1.4164 1.0880 -0.1062
H -1.1750 -2.3512 -0.0241
H -0.3780 1.7312 -1.3074
H 0.1716 -3.2920 0.8395
```

- ΔE to the lowest compared entry with this formula, charge and spin: 46.0 kcal/mol
- Total energy: -212.4779 a.u.
- Orbital gap: 10.2 eV
- HOMO: -9.11 eV
- SMILES string: C=NCCC

11.
DFT (ωB97M-V/def2-TZVPD) results for a single C4H9N molecule.

```
14
C4H9N ωB97M-V/def2-TZVPD
N 1.1022 -0.0706 -1.4334
C -0.7653 -0.5854 0.4800
C 0.5080 -0.9843 -0.3737
C 0.4178 0.9284 -1.7409
C -0.2592 0.5410 1.5320
H -1.0307 0.4442 2.3501
H -0.1482 1.5762 1.0959
H -1.5381 -0.1615 -0.1114
H 0.7679 0.2873 1.8189
H 0.9969 1.7845 -2.1981
H -0.6450 0.9685 -1.7281
H 1.3856 -1.2393 0.2965
H 0.2424 -1.9359 -0.9002
H -1.0344 -1.5531 0.9123
```

- ΔE to the lowest compared entry with this formula, charge and spin: 37.4 kcal/mol
- Total energy: -212.4916 a.u.
- Orbital gap: 10.4 eV
- HOMO: -9.26 eV
- SMILES string: C=NCCC

12.
DFT (ωB97M-V/def2-TZVPD) results for a single C4H9N molecule.

```
14
C4H9N ωB97M-V/def2-TZVPD
N -1.6896 -1.2767 -1.6498
C 0.4769 0.2040 1.0434
C -1.3024 -0.5587 -0.5164
C 1.5607 1.2533 0.7241
C 0.0914 -0.6311 -0.1048
H -1.0789 -1.2387 -2.4906
H 0.6652 -1.5776 -0.2470
H 2.4261 0.8224 0.3697
H 1.1222 1.9425 -0.0100
H 1.8612 1.7375 1.7065
H -0.2841 0.9904 1.2041
H -2.6853 -1.4900 -1.7503
H 0.7974 -0.5491 1.8997
H -1.9607 0.3718 -0.1786
```

- ΔE to the lowest compared entry with this formula, charge and spin: 44.7 kcal/mol
- Total energy: -212.4799 a.u.
- Orbital gap: 8.9 eV
- HOMO: -7.82 eV
- SMILES string: CC/C=C/N